# 1
{"formula": "CHO4PS", "method": "ωB97M-V with the def2-TZVPD basis set", "lumo_ev": 5.53, "total_energy_ha": -1079.3222, "mol_weight_da": 140.1, "relative_energy_kcal_mol": 0.2, "total_charge": -2, "homo_lumo_gap_ev": 5.725, "smiles": "O=P([O-])([O-])OC=S", "fmax_ev_per_a": 4.34, "symbols": ["S", "P", "O", "O", "O", "O", "C", "H"], "positions_angstrom": [[2.2638, -1.2179, -0.0215], [-1.9648, -0.5365, 0.0049], [-0.3590, -1.6067, -0.1996], [-2.9863, -1.5111, -0.4935], [-1.8886, -0.2989, 1.4884], [-1.6275, 0.6294, -0.8855], [0.6902, -0.7538, -0.0627], [0.4216, 0.2964, 0.0071]], "forces_ev_per_angstrom": [[0.943, -0.276, -0.008], [-0.259, -0.275, 0.141], [2.813, 3.225, 0.439], [-0.132, -0.265, -0.138], [0.052, 0.090, 0.123], [0.120, 0.183, -0.139], [-3.372, -2.693, -0.423], [-0.164, 0.009, 0.004]]}



# 2
{"formula": "C4H10N2O", "method": "ωB97M-V with the def2-TZVPD basis set", "lumo_ev": 0.84, "total_energy_ha": -343.1539, "mol_weight_da": 102.1, "relative_energy_kcal_mol": 29.9, "total_charge": 0, "homo_lumo_gap_ev": 10.704, "smiles": "C=NC(N)=O.CC", "fmax_ev_per_a": 0.87, "symbols": ["O", "N", "N", "C", "C", "C", "C", "H", "H", "H", "H", "H", "H", "H", "H", "H", "H"], "positions_angstrom": [[0.2629, -1.1644, -1.2110], [0.0595, -3.2951, -0.4786], [0.1479, -1.5952, 1.0440], [0.1260, 2.1104, -1.1509], [0.3141, 2.2108, 0.3556], [0.1401, -1.9502, -0.3112], [-0.6645, -0.7987, 1.5649], [-0.5183, 2.9112, -1.5104], [-0.6448, 2.1603, 0.8685], [0.1184, -3.9138, 0.3129], [0.9425, 1.3976, 0.7131], [1.0835, 2.1933, -1.6566], [0.7910, 3.1523, 0.6268], [-1.5264, -0.3757, 1.0474], [-0.3085, 1.1553, -1.4192], [0.2008, -3.6719, -1.4004], [-0.5241, -0.5262, 2.6051]], "forces_ev_per_angstrom": [[0.039, 0.586, -0.616], [-0.075, -0.355, -0.005], [0.674, -0.205, 0.518], [-0.045, 0.157, 0.153], [0.061, 0.047, -0.155], [-0.243, -0.565, 0.278], [-0.399, 0.068, -0.069], [-0.039, 0.047, -0.087], [-0.070, 0.002, 0.132], [0.035, 0.136, -0.083], [0.044, -0.044, 0.096], [0.102, -0.005, -0.137], [0.002, 0.023, 0.091], [0.011, 0.067, -0.162], [-0.053, -0.105, -0.110], [-0.027, 0.093, 0.054], [-0.016, 0.055, 0.102]]}



# 3
{"formula": "C61H60Br2N4O8PTl", "method": "ωB97M-V with the def2-TZVPD basis set", "lumo_ev": 3.46, "total_energy_ha": -8843.4294, "mol_weight_da": 1372.3, "relative_energy_kcal_mol": 0.0, "total_charge": -2, "homo_lumo_gap_ev": 5.645, "fmax_ev_per_a": 0.92, "symbols": ["Tl", "Br", "Br", "P", "O", "O", "O", "O", "O", "O", "O", "O", "N", "N", "N", "N", "C", "C", "C", "C", "C", "C", "C", "C", "C", "C", "C", "C", "C", "C", "C", "C", "C", "C", "C", "C", "C", "C", "C", "C", "C", "C", "C", "C", "C", "C", "C", "C", "C", "C", "C", "C", "C", "C", "C", "C", "C", "C", "C", "C", "C", "C", "C", "C", "C", "C", "C", "C", "C", "C", "C", "C", "C", "C", "C", "C", "C", "H", "H", "H", "H", "H", "H", "H", "H", "H", "H", "H", "H", "H", "H", "H", "H", "H", "H", "H", "H", "H", "H", "H", "H", "H", "H", "H", "H", "H", "H", "H", "H", "H", "H", "H", "H", "H", "H", "H", "H", "H", "H", "H", "H", "H", "H", "H", "H", "H", "H", "H", "H", "H", "H", "H", "H", "H", "H", "H", "H"], "positions_angstrom": [[-0.8570, 0.6197, 0.1261], [-4.7353, 6.6922, -3.6336], [-2.1459, 2.0962, -5.6186], [0.5992, -1.5460, -2.9986], [1.6970, -1.0168, -4.0946], [0.8230, 2.4882, 0.5705], [1.0147, -1.1491, 2.8252], [1.3814, -2.9358, -2.5878], [-1.5989, 1.6002, -2.6613], [-6.7953, -1.7697, 4.7875], [-0.4278, -2.2367, -4.0968], [-6.9581, -4.6851, -1.4694], [2.3846, -0.5174, -0.0569], [-2.9393, -0.7317, 1.8605], [-2.4622, 3.0808, -0.4628], [-3.2809, -1.4331, -0.7254], [-2.6791, 3.1231, -4.0996], [-2.7655, 3.4791, -1.7122], [-0.3744, -1.7514, -6.4716], [2.5678, 4.7620, -1.7569], [2.2050, -2.6087, 1.2385], [2.4619, 1.7286, -1.1415], [0.6441, -3.9513, -1.9225], [4.3947, -1.6204, 0.6184], [-0.3293, -5.2858, 4.9063], [4.9246, -0.4243, 4.1632], [4.0137, -3.0220, 3.8613], [-3.4030, 4.2790, -4.3331], [1.6170, -5.0326, -1.4929], [5.1450, -0.5927, 0.0982], [5.0365, 3.7928, 2.8178], [-4.2942, -1.6882, 0.1028], [-0.1546, -5.4159, 3.5389], [3.0969, -0.9176, -3.8785], [-3.5855, 4.9636, 0.4426], [4.4297, 3.3816, 0.5215], [2.1835, 5.8356, -2.5505], [-5.2488, -1.0516, 2.3419], [0.5912, -4.4818, 2.8265], [3.6778, -0.6633, 3.6040], [-3.5092, 4.6757, -1.9453], [3.1062, 0.5159, -0.5241], [2.7779, 3.2100, 2.2342], [-2.4045, 3.2920, 1.9394], [0.3246, 4.5392, -0.9822], [5.7189, -1.4846, 4.5786], [-5.5379, -2.7092, -1.6839], [3.7259, 3.5282, 3.1940], [1.6396, 4.0862, -0.9691], [-5.0726, -0.5135, 3.6099], [-2.8271, 3.7859, 0.5841], [1.1752, -3.3930, 3.4632], [-2.2773, 2.6338, -2.8224], [-6.2275, -0.4774, 4.5736], [-3.9214, 5.4006, -0.8080], [-4.1510, -1.1675, 1.4891], [-3.8172, -0.0512, 3.9671], [1.9343, 2.8234, -0.0909], [5.2573, -2.7867, 4.4312], [1.8442, -2.1888, 2.7500], [3.2150, -1.9619, 3.4367], [-5.4407, -2.3427, -0.3478], [-4.4960, -2.3816, -2.5390], [3.0048, -1.5484, 0.5499], [-3.3893, -1.7314, -2.0071], [-6.7427, -3.4673, -2.1783], [-2.7840, -0.1598, 3.0447], [-0.0693, 5.6027, -1.7797], [-0.9862, -1.4149, -5.1211], [0.8624, 6.2551, -2.5758], [3.7225, -0.4753, -5.1894], [-3.8021, 5.0511, -3.2717], [5.3850, 3.6974, 1.4796], [0.2467, -4.1974, 5.5571], [0.9865, -3.2725, 4.8443], [3.1042, 3.1503, 0.8803], [4.5022, 0.4924, -0.4529], [4.8742, -2.4674, 1.0935], [3.4663, -1.1862, -5.9763], [-5.9028, -0.0560, 5.5315], [2.3231, -4.6194, -0.7722], [-4.4999, 6.3056, -0.9385], [-0.5658, -2.7937, -6.7330], [4.7491, 3.3085, -0.5106], [-0.8199, -0.3587, -4.8971], [-0.1050, -4.3639, -2.6063], [2.7779, -3.5402, 1.2705], [-1.7694, 0.1862, 3.2401], [3.4849, -1.8916, -3.5667], [5.2831, 0.5930, 4.2751], [4.8086, -0.4188, -5.1021], [-6.2382, -1.3637, 2.0304], [0.7024, -1.5987, -6.4239], [5.0769, 1.3144, -0.8580], [-0.3735, 4.0015, -0.3578], [3.0364, 0.1484, 3.2771], [-2.3677, 4.1153, 2.6540], [-7.0371, 0.1420, 4.1792], [-6.0855, -2.4150, 4.6961], [-4.5430, -2.6357, -3.5907], [1.0868, -5.8703, -1.0373], [2.9249, 6.3447, -3.1579], [-3.8983, 5.5185, 1.3191], [2.1696, -5.3934, -2.3612], [6.6956, -1.3042, 5.0144], [-7.6518, -2.8814, -2.0315], [6.4113, 3.8779, 1.1763], [3.4443, 3.5761, 4.2401], [1.4162, -2.4160, 5.3495], [-1.4215, 2.8242, 1.8683], [-6.6381, -3.6697, -3.2503], [3.3157, -0.1966, -3.0906], [-3.6508, 4.5690, -5.3448], [-3.6464, 0.3886, 4.9415], [1.7523, 2.9705, 2.4859], [5.7839, 4.0565, 3.5582], [0.5638, 7.0799, -3.2130], [-0.7958, -1.0996, -7.2390], [0.7049, -4.6089, 1.7567], [-0.6100, -6.2507, 3.0152], [-6.2499, -2.5907, 0.3280], [0.1267, -3.5295, -1.0537], [0.1093, -4.0747, 6.6262], [6.2280, -0.6298, 0.1325], [-3.1107, 2.5412, 2.3043], [3.6085, 4.4639, -1.7719], [-1.1065, 5.9198, -1.7840], [1.2449, -2.7448, 0.7342], [-2.0643, -1.5983, -5.1405], [1.5721, 1.4691, -1.7206], [3.6619, -4.0413, 3.7442], [-2.5567, -1.4207, -2.6275], [3.1997, 2.2106, -1.7871], [5.8679, -3.6196, 4.7644], [3.3313, 0.5019, -5.4728], [-6.1250, -5.1672, -1.4588], [-0.9006, -6.0196, 5.4643]], "forces_ev_per_angstrom": [[0.851, 0.179, -0.292], [0.026, -0.146, 0.007], [-0.040, 0.062, 0.017], [0.259, -0.310, -0.272], [-0.239, -0.019, 0.053], [-0.226, -0.856, 0.121], [0.122, 0.013, -0.114], [-0.095, 0.239, -0.204], [-0.030, -0.094, 0.333], [0.022, -0.035, -0.091], [0.068, -0.084, 0.145], [-0.027, 0.010, 0.027], [-0.218, 0.175, 0.100], [-0.439, -0.153, -0.278], [-0.061, -0.192, 0.151], [0.034, 0.336, 0.192], [0.161, -0.289, -0.096], [-0.229, 0.216, -0.088], [0.018, -0.019, 0.217], [-0.015, 0.025, -0.074], [-0.365, 0.340, 0.312], [-0.497, -0.021, 0.623], [-0.013, -0.204, 0.153], [-0.002, -0.181, 0.007], [-0.004, -0.038, -0.016], [0.065, 0.027, 0.047], [0.134, 0.135, -0.052], [-0.052, 0.155, 0.266], [-0.026, 0.226, -0.009], [0.261, 0.027, -0.033], [0.026, -0.058, 0.054], [-0.056, -0.183, -0.517], [-0.092, -0.156, 0.037], [0.237, -0.015, -0.015], [-0.040, 0.107, -0.097], [0.015, 0.146, 0.070], [0.104, 0.011, -0.028], [0.118, -0.110, -0.187], [0.107, 0.069, -0.011], [-0.060, 0.067, 0.008], [0.029, -0.259, 0.048], [0.333, -0.380, 0.173], [0.023, -0.069, -0.068], [-0.057, -0.054, -0.105], [0.076, -0.042, -0.009], [0.087, -0.048, 0.030], [0.049, -0.049, -0.069], [0.042, 0.075, 0.004], [0.054, 0.019, 0.053], [-0.029, -0.003, 0.082], [-0.026, -0.081, -0.102], [-0.245, 0.131, -0.049], [-0.078, 0.060, -0.264], [-0.061, -0.005, 0.077], [0.031, -0.064, 0.122], [0.022, 0.343, 0.614], [-0.011, 0.054, 0.020], [0.413, 0.309, -0.487], [0.030, -0.024, -0.007], [-0.062, -0.008, -0.135], [-0.106, -0.083, 0.032], [0.054, 0.022, 0.220], [-0.131, -0.060, 0.119], [-0.012, 0.325, -0.129], [0.065, -0.016, -0.054], [-0.014, -0.041, -0.055], [0.256, -0.281, -0.157], [0.070, 0.118, -0.041], [0.035, 0.143, -0.140], [-0.056, 0.064, 0.000], [-0.159, -0.073, 0.109], [-0.099, 0.253, -0.218], [0.059, 0.099, -0.069], [0.060, -0.013, 0.010], [-0.089, -0.042, 0.017], [-0.321, 0.088, 0.201], [-0.023, 0.068, -0.253], [-0.062, -0.010, 0.026], [0.046, -0.012, -0.033], [0.009, 0.058, -0.083], [0.020, -0.074, -0.004], [0.008, 0.003, -0.005], [-0.022, 0.000, -0.032], [-0.065, 0.079, 0.057], [-0.146, 0.003, 0.070], [-0.011, 0.069, 0.015], [-0.049, -0.052, -0.162], [-0.101, -0.068, 0.198], [-0.009, 0.050, 0.012], [-0.030, 0.023, -0.042], [0.002, 0.025, 0.028], [0.036, -0.023, 0.031], [0.016, 0.023, -0.046], [-0.039, -0.101, -0.010], [0.123, 0.076, -0.056], [-0.058, -0.049, -0.023], [0.034, -0.060, 0.046], [0.043, 0.017, 0.044], [-0.021, 0.009, 0.055], [0.036, 0.042, -0.018], [-0.015, 0.004, 0.041], [-0.007, -0.017, -0.006], [0.053, -0.005, 0.021], [0.013, -0.033, -0.004], [-0.009, 0.030, 0.016], [0.019, -0.009, -0.010], [-0.012, -0.015, -0.013], [-0.015, -0.029, -0.002], [-0.007, 0.030, -0.035], [0.082, 0.137, 0.060], [-0.003, 0.085, 0.021], [-0.030, 0.033, 0.098], [0.041, 0.008, -0.009], [0.036, -0.002, 0.009], [0.019, 0.033, 0.023], [-0.011, -0.037, 0.007], [-0.015, 0.004, 0.013], [-0.021, -0.020, -0.042], [-0.013, 0.013, -0.007], [0.027, 0.002, 0.002], [0.016, 0.002, -0.018], [-0.045, -0.015, 0.003], [0.023, 0.007, 0.007], [0.019, 0.012, 0.024], [-0.029, 0.022, 0.056], [-0.013, -0.024, 0.005], [0.031, -0.012, -0.022], [0.089, -0.014, 0.016], [0.001, 0.091, 0.055], [0.061, -0.061, -0.137], [-0.028, -0.008, 0.008], [0.045, -0.082, -0.079], [-0.123, -0.090, -0.130], [0.006, -0.003, -0.005], [0.045, 0.029, -0.017], [0.026, 0.005, 0.030], [-0.027, 0.020, -0.034]]}